# 1
{
  "formula": "C45H116N4O15",
  "method": "ωB97M-V/def2-TZVPD",
  "lumo_ev": 0.488,
  "charge": 0,
  "e_homo_ev": -8.275,
  "mol_weight_g_mol": 953.4,
  "e_above_lowest_kcal_mol": 158.7,
  "smiles": "COCCNCCOC.COCCNCCOC.COCCNCCOC.COCCNCCOC.CC(C)O.CC(C)O.CC(C)O.CC(C)O.CC(C)O.CC(C)O.CC(C)O",
  "symbols": ["C", "O", "C", "C", "N", "C", "C", "O", "C", "H", "H", "H", "H", "H", "H", "H", "H", "H", "H", "H", "H", "H", "H", "H", "C", "O", "C", "C", "N", "C", "C", "O", "C", "H", "H", "H", "H", "H", "H", "H", "H", "H", "H", "H", "H", "H", "H", "H", "C", "O", "C", "C", "N", "C", "C", "O", "C", "H", "H", "H", "H", "H", "H", "H", "H", "H", "H", "H", "H", "H", "H", "H", "C", "O", "C", "C", "N", "C", "C", "O", "C", "H", "H", "H", "H", "H", "H", "H", "H", "H", "H", "H", "H", "H", "H", "H", "C", "C", "C", "O", "H", "H", "H", "H", "H", "H", "H", "H", "C", "C", "C", "O", "H", "H", "H", "H", "H", "H", "H", "H", "C", "C", "C", "O", "H", "H", "H", "H", "H", "H", "H", "H", "C", "C", "C", "O", "H", "H", "H", "H", "H", "H", "H", "H", "C", "C", "C", "O", "H", "H", "H", "H", "H", "H", "H", "H", "C", "C", "C", "O", "H", "H", "H", "H", "H", "H", "H", "H", "C", "C", "C", "O", "H", "H", "H", "H", "H", "H", "H", "H"],
  "xyz": [[-10.33411, -4.70264, 16.53532], [-11.22594, -5.12168, 15.57286], [-11.42779, -4.23185, 14.48967], [-12.83270, -4.57501, 13.83265], [-12.92189, -5.95417, 13.35308], [-12.15055, -6.18897, 12.16117], [-12.57038, -7.65485, 11.67965], [-12.29162, -8.61443, 12.62268], [-10.91860, -9.04707, 12.53024], [-9.29222, -4.71610, 16.21535], [-10.38769, -5.48389, 17.29352], [-10.80703, -3.83580, 16.99689], [-10.57790, -4.28925, 13.80961], [-11.44676, -3.17666, 14.76230], [-12.98957, -3.80660, 13.07565], [-13.56979, -4.35283, 14.60429], [-12.59487, -6.59598, 14.06107], [-11.11076, -5.98569, 12.41737], [-12.49681, -5.42134, 11.46909], [-12.06384, -7.76706, 10.72105], [-13.64205, -7.73226, 11.49624], [-10.14159, -8.32053, 12.76791], [-10.69966, -9.23090, 11.47840], [-10.89000, -9.88052, 13.23213], [-4.94741, -1.13577, 9.46556], [-3.92821, -0.85391, 10.44343], [-4.32744, -0.40626, 11.69621], [-4.86422, 0.96816, 11.84454], [-4.13050, 1.97512, 11.11720], [-4.93571, 3.18924, 11.06056], [-4.25810, 4.36790, 10.26458], [-3.50669, 5.08338, 11.21254], [-3.16538, 6.43853, 10.83051], [-4.47140, -1.21224, 8.48797], [-5.62017, -0.27833, 9.48216], [-5.40484, -2.08110, 9.75748], [-3.42662, -0.41355, 12.30987], [-4.98461, -1.11503, 12.20006], [-4.81450, 1.17800, 12.91300], [-5.89752, 0.82758, 11.52735], [-3.85184, 1.68760, 10.18996], [-5.13794, 3.56809, 12.06240], [-5.89743, 2.89112, 10.64305], [-4.99177, 4.88324, 9.64469], [-3.46083, 4.04027, 9.59740], [-3.94629, 7.19885, 10.84363], [-2.60272, 6.38993, 9.89821], [-2.43086, 6.76612, 11.56622], [-2.21384, -10.33993, 8.28174], [-2.90705, -9.18738, 7.81653], [-4.31985, -9.08428, 8.14956], [-4.96311, -7.71771, 7.69109], [-4.36100, -6.57970, 8.47869], [-4.37009, -5.32964, 7.72256], [-5.73359, -4.58362, 7.72840], [-5.79603, -3.58141, 6.71770], [-7.00699, -2.84293, 6.84301], [-2.22952, -10.39883, 9.37003], [-1.24429, -10.36769, 7.78447], [-2.82720, -11.13695, 7.86142], [-4.50677, -9.24585, 9.21119], [-4.77877, -9.91620, 7.61532], [-6.04759, -7.74342, 7.58460], [-4.62993, -7.65092, 6.65541], [-3.46956, -6.93030, 8.79884], [-4.05126, -5.60352, 6.71686], [-3.59933, -4.63671, 8.06002], [-5.78067, -4.07216, 8.68979], [-6.55106, -5.30207, 7.78904], [-7.05062, -1.90579, 6.28807], [-7.37698, -2.54071, 7.82273], [-7.81985, -3.48131, 6.49686], [-7.79875, 3.34246, 13.54931], [-8.65757, 4.24596, 12.79042], [-8.45301, 4.42558, 11.42886], [-8.73106, 3.21241, 10.61086], [-8.21354, 3.43956, 9.27823], [-8.61046, 2.22530, 8.60404], [-7.60156, 2.17648, 7.38480], [-6.35878, 1.46928, 7.60869], [-5.45385, 1.85921, 6.61614], [-8.41673, 2.44459, 13.54578], [-7.63963, 3.70792, 14.56381], [-6.89516, 2.99875, 13.04582], [-7.43470, 4.72195, 11.17724], [-9.17721, 5.16774, 11.09295], [-9.81258, 3.09705, 10.53942], [-8.24684, 2.34768, 11.06457], [-8.49713, 4.31429, 8.86047], [-9.61547, 2.23766, 8.18222], [-8.59651, 1.29030, 9.16414], [-7.61266, 3.08649, 6.78492], [-8.02687, 1.47463, 6.66745], [-5.90852, 1.66001, 5.64574], [-4.50848, 1.31725, 6.64188], [-5.16460, 2.90943, 6.65469], [-10.77289, -2.12019, 11.40397], [-9.74085, -1.42070, 10.53418], [-8.24350, -1.78987, 11.02156], [-9.81615, -1.64270, 9.19996], [-10.85190, -1.69499, 12.40450], [-10.68858, -3.19245, 11.58069], [-11.70159, -1.88354, 10.88474], [-9.77121, -0.33428, 10.61713], [-7.58582, -1.51398, 10.19727], [-8.23836, -2.74199, 11.55214], [-7.91072, -0.97014, 11.65829], [-9.06176, -2.21693, 9.04911], [-7.12930, -7.36010, 12.02327], [-7.34171, -6.43404, 10.79837], [-8.75473, -5.82498, 10.71029], [-6.43837, -5.36387, 10.88263], [-6.06390, -7.51448, 12.19411], [-7.58256, -8.34705, 11.93062], [-7.52482, -6.78064, 12.85748], [-7.20463, -7.02904, 9.89544], [-8.77047, -5.33580, 11.68422], [-9.58783, -6.52719, 10.74136], [-8.78662, -5.23830, 9.79221], [-5.57496, -5.64866, 10.57440], [-13.66401, -0.48818, 8.46751], [-12.76338, -0.06320, 7.31099], [-12.09899, 1.27933, 7.54816], [-11.84001, -1.07500, 7.07813], [-14.49435, 0.21712, 8.50205], [-13.29223, -0.37111, 9.48544], [-14.17494, -1.43821, 8.31103], [-13.42743, 0.00737, 6.44950], [-11.62060, 1.29817, 8.52739], [-12.84873, 2.06620, 7.46557], [-11.38512, 1.43002, 6.73836], [-11.37056, -1.36195, 7.86481], [-14.34510, 0.90804, 14.29849], [-13.51488, 1.01551, 12.93863], [-12.41850, 1.98592, 13.19960], [-12.86032, -0.28697, 12.83728], [-13.76686, 0.74947, 15.20875], [-15.11635, 0.15365, 14.14305], [-14.79374, 1.87463, 14.52769], [-14.20455, 1.21035, 12.11735], [-11.83519, 1.65935, 14.06053], [-12.56063, 3.04385, 13.42028], [-11.68975, 2.01190, 12.38944], [-13.59289, -0.86636, 12.61536], [-13.96113, -5.82614, 7.91735], [-13.23950, -4.56519, 8.35622], [-11.66940, -4.80615, 8.26862], [-13.54848, -3.70204, 7.28232], [-13.15856, -6.50238, 7.62296], [-14.62025, -5.75125, 7.05246], [-14.57724, -5.98316, 8.80271], [-13.74292, -4.20387, 9.25294], [-11.26264, -5.54972, 8.95401], [-11.06101, -3.92197, 8.45886], [-11.27217, -5.14628, 7.31226], [-13.30381, -2.81233, 7.54719], [-7.80225, 0.83337, 16.22677], [-7.69932, -0.62242, 15.62253], [-8.93404, -1.04427, 14.82551], [-6.59212, -0.38449, 14.77086], [-8.04532, 1.53136, 15.42562], [-6.86241, 1.10635, 16.70665], [-8.61299, 0.97035, 16.94234], [-7.57968, -1.26883, 16.49198], [-8.95943, -2.11266, 14.61107], [-8.92712, -0.58495, 13.83704], [-9.79001, -0.67324, 15.38921], [-6.32813, -1.22082, 14.38040], [-4.35635, -3.30252, 15.13686], [-5.17968, -3.95595, 14.08040], [-6.50486, -4.78331, 14.54459], [-5.86491, -2.88659, 13.34137], [-3.70777, -2.57581, 14.64766], [-3.74965, -4.03680, 15.66683], [-4.86774, -2.62881, 15.82438], [-4.58176, -4.58626, 13.42214], [-7.24361, -4.83601, 13.74484], [-7.03836, -4.14114, 15.24537], [-6.30044, -5.77801, 14.94068], [-6.13725, -3.17283, 12.46644]],
  "lowdin_charge": [-0.1212, -0.1965, -0.2135, -0.1650, -0.0708, -0.1924, -0.2322, -0.1732, -0.0770, 0.0781, 0.0885, 0.0973, 0.0928, 0.1051, 0.0983, 0.1122, 0.1047, 0.0853, 0.1048, 0.0985, 0.1252, 0.0662, 0.0824, 0.0954, -0.0629, -0.1778, -0.2584, -0.2453, -0.0297, -0.1884, -0.2055, -0.2001, -0.0900, 0.0958, 0.0711, 0.0674, 0.1280, 0.0968, 0.1304, 0.0993, 0.1082, 0.1040, 0.0839, 0.1118, 0.1146, 0.0824, 0.0807, 0.0805, -0.0952, -0.2285, -0.1888, -0.1660, -0.0581, -0.1867, -0.2147, -0.1568, -0.1021, 0.0867, 0.0920, 0.0790, 0.1115, 0.1125, 0.1056, 0.1039, 0.1003, 0.1088, 0.1210, 0.0854, 0.1136, 0.0932, 0.0559, 0.0885, -0.0542, -0.1780, -0.2532, -0.2547, -0.0535, -0.1803, -0.1857, -0.2006, -0.1399, 0.0688, 0.0924, 0.0633, 0.1148, 0.1295, 0.1199, 0.1100, 0.1254, 0.0872, 0.1109, 0.1190, 0.1062, 0.0841, 0.0867, 0.0857, -0.0377, -0.4725, 0.0011, -0.0404, 0.0627, 0.0645, 0.0657, 0.1234, 0.0527, 0.0717, 0.0638, 0.0641, -0.0347, -0.4923, -0.0332, -0.0618, 0.0781, 0.0738, 0.0519, 0.1184, 0.0638, 0.0626, 0.0774, 0.0721, -0.0476, -0.4971, -0.0504, -0.0421, 0.0799, 0.0714, 0.0695, 0.1422, 0.0687, 0.0828, 0.0805, 0.0519, -0.0550, -0.4222, -0.0773, -0.0871, 0.0756, 0.0681, 0.0695, 0.1331, 0.0815, 0.0887, 0.0663, 0.0745, -0.0548, -0.4442, -0.0354, -0.0745, 0.0727, 0.0818, 0.0747, 0.1271, 0.0456, 0.0458, 0.0839, 0.0262, -0.0457, -0.4518, -0.0446, -0.0683, 0.0377, 0.0795, 0.0711, 0.1273, 0.0589, 0.0655, 0.0803, 0.0370, -0.0539, -0.3739, -0.0291, -0.1222, 0.0843, 0.0878, 0.0802, 0.1299, 0.0412, 0.0542, 0.0724, 0.0579]
}

---

# 2
{
  "formula": "CH2N2O2S2",
  "method": "ωB97M-V/def2-TZVPD",
  "lumo_ev": [-0.992, -0.993],
  "charge": 0,
  "e_homo_ev": [-9.323, -9.322],
  "mol_weight_g_mol": 138.2,
  "e_above_lowest_kcal_mol": 16.5,
  "symbols": ["C", "N", "N", "O", "O", "S", "S", "H", "H"],
  "xyz": [[-1.43237, 1.17433, -1.93174], [0.42998, -0.38332, 0.88596], [-0.91465, 1.00191, -3.00685], [0.98602, -0.21406, 3.30092], [-2.09695, 1.42899, -1.05570], [0.86849, -1.89738, 0.81010], [0.53467, 0.55577, 2.11708], [1.64972, -2.17776, 2.00119], [-0.02491, 0.51153, -3.12096]],
  "lowdin_charge": [-0.4579, -0.8899, 0.1670, -0.5752, 0.1874, 0.7042, 0.8418, -0.0651, 0.0879]
}